(1)
Below is 7 unconnected molecules or ions with the total composition C12H39O7, with properties calculated with ωB97M-V with the def2-TZVPD basis set.

```
! RIJCOSX wB97M-V def2-TZVPD def2/J DEFGRID3
* xyz 0 2
O 0.138 0.113 0.179
H 0.077 0.991 -0.205
H 0.903 0.000 0.748
H 0.128 -0.566 -0.500
C -3.353 -0.750 -2.271
C -3.619 0.030 -0.955
C -3.842 -0.768 0.264
O -2.543 0.924 -0.561
H -4.228 -1.245 -2.691
H -2.536 -1.466 -2.172
H -2.984 -0.048 -3.019
H -4.468 0.694 -1.116
H -3.331 -1.730 0.221
H -4.902 -1.018 0.221
H -3.783 -0.127 1.144
H -2.523 0.998 0.396
C 4.615 0.405 2.763
C 3.030 0.442 2.893
C 2.532 1.798 2.568
O 2.449 -0.279 1.790
H 5.067 -0.460 2.278
H 5.091 0.355 3.742
H 5.109 1.273 2.324
H 2.762 0.083 3.887
H 2.931 2.527 3.274
H 1.443 1.814 2.535
H 2.820 2.277 1.633
H 3.154 -0.683 1.278
C 0.075 -0.660 -4.356
C 1.224 -0.299 -3.451
C 1.192 1.165 -3.091
O 1.291 -1.127 -2.341
H -0.841 -0.325 -3.869
H -0.044 -1.634 -4.830
H 0.112 -0.108 -5.296
H 2.106 -0.268 -4.091
H 1.103 1.698 -4.037
H 2.107 1.465 -2.580
H 0.281 1.275 -2.504
H 1.402 -2.019 -2.676
C -0.896 -1.080 3.383
O -1.306 0.142 2.839
H -1.659 -1.815 3.129
H -0.016 -1.386 2.817
H -0.735 -0.994 4.457
H -1.376 0.790 3.544
C 0.093 -3.611 0.404
O -0.689 -2.598 -0.296
H -0.466 -4.242 1.095
H 0.635 -4.342 -0.196
H 0.955 -3.162 0.896
H -1.112 -3.138 -0.968
C -0.780 3.480 0.547
O 0.159 2.884 -0.265
H -1.745 3.476 0.040
H -1.120 2.886 1.395
H -0.403 4.496 0.666
H 0.318 3.467 -1.012
*
```

## Properties
Lowest unoccupied orbital energy (spin up / spin down) in eV: 0.4 / 0.3
HOMO level (spin up / spin down) in eV: -1.88 / -9.92
Maximum force in eV Å⁻¹: 3.46
Expectation value of S²: 0.75
Kohn-Sham gap (spin up / spin down) in eV: 2.315 / 10.233
Calculated total energy in Eh: -1006.98990



(2)
Below is a molecular structure, C32H20BrN8OPbS2, with properties calculated with ωB97M-V with the def2-TZVPD basis set.

```
! RIJCOSX wB97M-V def2-TZVPD def2/J DEFGRID3
* xyz 1 1
Pb 0.612 -0.698 0.260
Br -4.980 0.828 5.688
C -4.159 0.098 4.194
C -3.895 -1.268 4.274
C -3.230 -1.875 3.212
C -2.688 -1.038 2.160
O -1.665 -1.571 1.527
C -2.996 0.350 2.090
C -2.322 1.160 1.082
N -2.143 2.432 1.239
C -1.643 3.319 0.351
C -1.375 4.624 0.760
C -1.171 5.682 -0.131
C -1.106 5.431 -1.488
C -1.282 4.131 -2.010
C -1.156 3.741 -3.357
C -1.224 2.435 -3.751
C -1.526 1.504 -2.772
N -1.607 1.816 -1.511
C -1.540 3.089 -1.064
C -3.789 0.885 3.111
H -4.165 -1.777 5.168
H -2.942 -2.930 3.098
H -1.900 0.712 0.136
H -1.441 4.815 1.814
H -1.202 6.706 0.256
H -0.878 6.219 -2.227
H -0.866 4.420 -4.142
H -1.286 2.159 -4.829
H -1.758 0.486 -3.087
H -4.159 1.951 2.988
C 4.661 0.997 -3.815
C 3.402 1.517 -3.517
C 2.455 0.761 -2.794
C 2.817 -0.579 -2.398
C 4.066 -1.119 -2.702
C 4.978 -0.292 -3.325
N 1.756 -1.378 -1.887
N 2.007 -2.651 -2.060
C 1.199 -3.595 -1.582
C 1.575 -4.988 -1.780
C 0.871 -5.888 -1.085
C -0.283 -5.526 -0.285
C -0.567 -4.156 -0.207
N 0.233 -3.239 -0.788
H 5.438 1.595 -4.299
H 3.186 2.528 -3.847
H 1.532 1.183 -2.444
H 4.321 -2.086 -2.242
H 6.050 -0.582 -3.453
H 2.466 -5.128 -2.344
H 1.065 -6.908 -1.297
H -0.883 -6.191 0.319
H -1.375 -3.615 0.339
S 0.887 0.592 3.406
C 0.808 -1.045 3.882
C -0.203 -1.349 4.859
N -0.892 -1.643 5.729
C 1.515 -2.146 3.313
S 2.445 -2.280 1.891
C 1.535 -3.336 4.023
N 1.396 -4.282 4.706
N 2.447 2.337 0.876
C 1.892 1.319 0.746
H 2.680 3.339 1.023
*
```

## Properties
Lowest unoccupied orbital energy (spin up / spin down) in eV: -4.9 / -5.1
HOMO level (spin up / spin down) in eV: -10.64 / -10.61
Maximum force in eV Å⁻¹: 5.21
Kohn-Sham gap (spin up / spin down) in eV: 5.716 / 5.523
Relative energy (zero: lowest compared OMol25 entry of this formula, charge and spin) in kcal/mol: 37.51
Calculated total energy in Eh: -5307.51858



(3)
Below is a single C19H20N2O5 molecule, with properties calculated with ωB97M-V with the def2-TZVPD basis set.

```
! RIJCOSX wB97M-V def2-TZVPD def2/J DEFGRID3
* xyz 0 1
C -2.223 2.966 1.973
C -1.558 1.567 1.956
C -0.041 1.746 2.184
C 0.671 0.450 2.339
C 1.488 -0.091 1.300
C 2.186 -1.305 1.412
C 2.931 -1.917 0.273
N 4.030 -2.610 0.505
N 4.338 -3.202 -0.682
C 3.555 -2.713 -1.725
C 2.555 -1.948 -1.180
C 1.420 -1.380 -1.972
C 1.041 -1.689 -3.257
C -0.107 -0.863 -3.589
C -0.347 -0.093 -2.499
C -1.303 1.031 -2.415
O -1.283 1.715 -1.425
O -2.111 1.252 -3.513
C -3.249 2.130 -3.364
C -4.355 1.414 -2.572
O 0.533 -0.415 -1.498
C 2.111 -1.905 2.659
O 2.777 -3.019 2.953
C 1.367 -1.425 3.716
C 0.635 -0.243 3.575
O -0.074 0.181 4.642
H -3.350 2.915 1.912
H -1.792 3.535 1.145
H -1.927 3.505 2.868
H -1.758 1.086 1.008
H -1.981 0.982 2.737
H 0.147 2.350 3.070
H 0.348 2.311 1.289
H 1.586 0.512 0.398
H 5.193 -3.766 -0.822
H 3.646 -3.019 -2.761
H 1.447 -2.455 -3.890
H -0.713 -0.868 -4.483
H -2.914 3.047 -2.857
H -3.564 2.397 -4.401
H -5.295 1.968 -2.558
H -4.044 1.326 -1.543
H -4.559 0.392 -2.979
H 3.363 -3.285 2.190
H 1.334 -1.992 4.639
H -0.154 -0.577 5.242
*
```

## Properties
Lowest unoccupied orbital energy in eV: 0.4
HOMO level in eV: -7.64
Maximum force in eV Å⁻¹: 2.34
SMILES string: CCCc1cc(-c2n[nH]cc2-c2ccc(C(=O)OCC)o2)c(O)cc1O
Kohn-Sham gap in eV: 8.008
Relative energy (zero: lowest compared OMol25 entry of this formula, charge and spin) in kcal/mol: 69.58
Calculated total energy in Eh: -1221.70405



(4)
Below is a gas-phase ion, C8H10PS3 (charge +1), with properties calculated with ωB97M-V with the def2-TZVPD basis set.

```
! RIJCOSX wB97M-V def2-TZVPD def2/J DEFGRID3
* xyz 1 1
C -3.238 -1.294 -0.502
C -3.075 -0.122 0.175
C -2.145 -2.172 -0.682
C -1.864 0.258 0.664
C -0.887 -1.763 -0.274
C -0.771 -0.496 0.298
C 2.449 2.273 0.085
C 0.968 1.695 0.034
P 2.439 -0.546 -0.861
S 3.682 1.107 -0.439
S 0.935 -0.013 0.900
S 3.738 -2.081 0.028
H -4.202 -1.644 -0.863
H -3.973 0.527 0.472
H -2.246 -3.174 -0.980
H -1.791 1.193 1.304
H -0.011 -2.300 -0.387
H 2.255 3.112 -0.593
H 2.646 2.596 1.195
H 0.190 2.475 0.392
H 0.711 1.506 -0.947
H 4.189 -1.137 0.982
*
```

## Properties
Lowest unoccupied orbital energy in eV: -4.6
HOMO level in eV: -12.97
Maximum force in eV Å⁻¹: 3.64
Kohn-Sham gap in eV: 8.353
Relative energy (zero: lowest compared OMol25 entry of this formula, charge and spin) in kcal/mol: 0.00
Calculated total energy in Eh: -1846.47788



(5)
Below is a molecular structure, C34H32Cl2CoF3N4O3S2Te, with properties calculated with ωB97M-V with the def2-TZVPD basis set.

```
! RIJCOSX wB97M-V def2-TZVPD def2/J DEFGRID3
* xyz -1 6
Co 0.963 -1.597 2.269
C 3.451 -6.207 0.866
S 2.091 -5.795 -0.281
C 2.050 -3.971 -0.180
S 1.415 -3.243 -1.595
N 2.380 -3.563 1.028
N 2.384 -2.234 1.337
C 3.566 -1.583 1.410
C 3.468 -0.349 2.047
C 4.494 0.561 2.321
C 4.222 1.554 3.218
C 2.914 1.706 3.678
C 1.926 0.843 3.332
N 2.183 -0.154 2.482
H 4.396 -5.882 0.417
H 3.477 -7.269 1.016
H 3.182 -5.765 1.812
H 4.486 -1.952 0.930
H 5.460 0.465 1.788
H 5.061 2.214 3.370
H 2.710 2.537 4.328
H 0.885 1.001 3.637
F 0.127 -4.447 2.520
C -0.418 -3.248 2.247
F -1.114 -3.385 1.114
F -1.355 -3.032 3.215
Cl 2.566 -1.382 6.648
C 2.575 -2.999 6.011
Cl 1.462 -4.113 6.937
C 2.294 -3.156 4.481
O 2.997 -4.023 4.010
O 1.415 -2.383 3.957
H 3.595 -3.352 6.195
C -2.755 1.225 -7.805
C -2.385 1.131 -6.357
C -1.141 0.502 -6.005
C -0.769 0.349 -4.727
C 0.452 -0.420 -4.305
C -1.583 0.826 -3.646
Te -1.219 0.397 -1.557
N -0.164 -0.634 1.015
C -0.923 -0.209 1.985
O -0.416 -0.479 3.170
C -2.323 0.302 1.883
C -3.398 -0.556 1.618
C -4.675 -0.083 1.677
C -4.957 1.266 1.804
C -3.889 2.135 2.034
C -2.579 1.621 2.112
C -0.604 2.424 -0.953
C -1.601 3.332 -0.501
C -1.204 4.645 -0.232
C 0.168 4.962 -0.351
C 1.135 4.018 -0.482
C 0.780 2.693 -0.828
C 1.756 1.531 -0.965
C -2.800 1.501 -4.022
C -3.693 2.016 -2.954
C -3.202 1.595 -5.359
H -1.921 1.149 -8.490
H -3.328 2.112 -8.055
H -3.530 0.460 -8.075
H -0.532 0.137 -6.794
H 0.810 -0.916 -5.159
H 0.235 -1.162 -3.535
H 1.190 0.285 -3.934
H -3.269 -1.556 1.250
H -5.556 -0.710 1.559
H -5.993 1.577 1.692
H -4.014 3.224 2.125
H -1.719 2.275 2.388
H -2.580 2.956 -0.346
H -1.894 5.437 0.038
H 0.551 6.029 -0.359
H 2.216 4.297 -0.384
H 2.718 2.031 -0.908
H 1.672 1.117 -1.925
H 1.552 0.745 -0.271
H -3.997 1.321 -2.137
H -4.562 2.396 -3.462
H -3.224 2.920 -2.420
H -4.144 1.983 -5.615
*
```

## Properties
Lowest unoccupied orbital energy (spin up / spin down) in eV: 2.1 / -0.2
HOMO level (spin up / spin down) in eV: -3.34 / -5.52
Maximum force in eV Å⁻¹: 4.02
Expectation value of S²: 8.89
Kohn-Sham gap (spin up / spin down) in eV: 5.483 / 5.270
Relative energy (zero: lowest compared OMol25 entry of this formula, charge and spin) in kcal/mol: 27.17
Calculated total energy in Eh: -5426.52099



(6)
Below is 2 unconnected molecules or ions with the total composition C5H12, with properties calculated with ωB97M-V with the def2-TZVPD basis set.

```
! RIJCOSX wB97M-V def2-TZVPD def2/J DEFGRID3
* xyz 0 1
C -3.464 0.989 1.396
C -4.020 -0.243 1.283
H -2.929 1.402 2.248
H -3.920 1.705 0.724
H -3.475 -1.147 1.600
H -5.092 -0.382 1.179
C 1.795 -1.448 -0.357
C 2.084 -0.346 -1.354
C 2.377 1.046 -0.655
H 0.921 -1.125 0.220
H 1.372 -2.392 -0.739
H 2.652 -1.703 0.281
H 2.970 -0.557 -1.967
H 1.274 -0.021 -1.998
H 2.679 1.705 -1.473
H 3.311 0.995 -0.098
H 1.466 1.522 -0.291
*
```

## Properties
Lowest unoccupied orbital energy in eV: 0.9
HOMO level in eV: -9.19
Maximum force in eV Å⁻¹: 2.19
SMILES string: C=C.CCC
Kohn-Sham gap in eV: 10.135
Relative energy (zero: lowest compared OMol25 entry of this formula, charge and spin) in kcal/mol: 67.81
Calculated total energy in Eh: -197.60108



(7)
Below is a molecular structure, C16H34F3N2NaO10S, with properties calculated with ωB97M-V with the def2-TZVPD basis set.

```
! RIJCOSX wB97M-V def2-TZVPD def2/J DEFGRID3
* xyz 0 1
Na 0.188 0.564 0.753
C -3.655 0.793 4.003
F -3.797 -0.530 4.137
F -4.863 1.453 4.094
F -2.863 1.215 4.986
S -2.941 1.384 2.316
O -1.602 0.769 2.183
O -3.873 0.808 1.360
O -2.885 2.858 2.375
C -0.297 5.718 -1.584
C 0.498 6.320 -0.405
O 0.682 5.304 0.501
C -0.050 4.262 0.141
O -0.283 3.324 0.898
O -0.478 4.352 -1.134
H 0.382 5.663 -2.434
H -1.260 6.226 -1.649
H -0.135 7.097 0.022
H 1.407 6.828 -0.728
C 2.563 -1.119 3.066
O 2.317 -0.147 1.971
C 3.536 -0.086 1.152
C 3.310 0.783 -0.088
N 2.144 0.312 -0.841
C 1.938 1.312 -1.861
C 0.595 1.059 -2.639
O -0.539 1.046 -1.754
C -1.858 1.114 -2.399
H 1.604 -1.220 3.574
H 3.370 -0.677 3.650
H 2.832 -2.089 2.647
H 3.585 -1.126 0.829
H 4.419 0.290 1.669
H 4.176 0.693 -0.743
H 3.185 1.776 0.345
H 2.133 -0.664 -1.100
H 2.794 1.364 -2.534
H 1.896 2.260 -1.326
H 0.731 0.157 -3.236
H 0.430 1.938 -3.261
H -2.017 2.131 -2.758
H -2.655 0.795 -1.728
H -1.875 0.395 -3.218
C -3.174 -4.883 1.673
O -2.481 -4.123 0.673
C -2.340 -2.759 1.080
C -1.905 -1.843 -0.035
N -0.483 -1.720 -0.460
C 0.009 -3.057 -0.834
C 1.622 -3.134 -0.905
O 2.207 -2.230 -1.891
C 2.673 -2.865 -3.039
H -4.263 -4.834 1.649
H -2.890 -4.631 2.695
H -2.928 -5.943 1.611
H -1.648 -2.752 1.923
H -3.375 -2.528 1.330
H -2.206 -0.865 0.343
H -2.473 -2.076 -0.935
H -0.491 -0.984 -1.151
H -0.468 -3.326 -1.776
H -0.310 -3.811 -0.114
H 1.857 -4.168 -1.159
H 2.026 -2.965 0.093
H 2.563 -2.228 -3.916
H 2.016 -3.719 -3.205
H 3.679 -3.261 -2.899
*
```

## Properties
Lowest unoccupied orbital energy in eV: -0.1
HOMO level in eV: -8.52
Maximum force in eV Å⁻¹: 4.21
Kohn-Sham gap in eV: 8.472
Relative energy (zero: lowest compared OMol25 entry of this formula, charge and spin) in kcal/mol: 34.85
Calculated total energy in Eh: -2351.99133



Which value of calculated total energy does entry 6 give? -197.60108 Eh